Density functional theory data (the ωB97M-V functional and the def2-TZVPD basis) for a cluster of 2 separate species, C5H7NOS2 in total in a non-equilibrium geometry.

Computed properties:
- HOMO (alpha / beta) (Eh) = -0.2686 / -0.2687
- gap between HOMO and LUMO (alpha / beta) (hartree) = 0.2597 / 0.2597
- energy relative to the best compared isomer or geometry (same formula, charge and spin) (eV) = 5.1421
- molar mass (u) = 161.251
- LUMO energy (alpha / beta) (eV) = -0.243 / -0.243

Each line ends with the Löwdin charge.
Element x y z (Å)
C: 0.1156 2.3914 -0.7786  -0.140
C: 0.0733 1.5009 0.2945  -0.147
C: -0.3648 1.8267 -1.9248  -0.357
C: -0.2772 0.2476 -0.1072  -0.755
C: -0.4495 -2.5477 -0.2105  -0.303
N: 0.8916 -2.0930 0.1216  -0.189
O: 0.9240 0.3219 2.7923  -0.436
S: -0.6824 0.1323 -1.7562  1.037
S: -0.2502 -1.1286 0.9867  1.158
H: 0.3871 3.4336 -0.7304  0.114
H: 0.3206 1.7351 1.2595  0.060
H: -0.6272 2.2805 -2.8255  0.049
H: -0.9815 -3.4184 0.0874  0.081
H: -0.8529 -1.9925 -1.0358  -0.026
H: 1.4797 -2.7789 0.4649  0.064
H: 0.2938 0.0893 3.3621  -0.207